1.
ORCA calculation (ωB97M-V with the def2-TZVPD basis set) on a cluster of 11 separate species, C11H44N22O11 in total.

CARTESIAN COORDINATES (ANGSTROEM)
C: 4.32663 2.89790 -0.94827
O: 4.50201 1.76133 -1.25672
N: 4.99572 3.92772 -1.43296
N: 3.39469 3.22550 -0.14881
H: 5.68370 3.85562 -2.16890
H: 4.57875 4.83272 -1.26804
H: 3.14694 4.20333 -0.19922
H: 2.84407 2.43659 0.15871
C: -2.64840 -2.28587 1.49002
O: -2.30916 -1.12756 1.28831
N: -3.71981 -2.76103 1.17178
N: -1.85115 -3.19395 2.02555
H: -4.38334 -2.13543 0.73767
H: -3.98910 -3.66702 1.52781
H: -0.89321 -2.91294 2.17873
H: -2.20805 -4.12826 2.16624
C: 0.00300 0.82192 -0.52659
O: 0.65168 1.73299 -0.91030
N: -1.24041 0.83527 -0.65267
N: 0.48655 -0.14676 0.11603
H: -1.78648 1.64921 -0.89640
H: -1.57202 -0.10126 -0.47085
H: 0.09502 -0.93596 0.60995
H: 1.47938 0.03664 0.08856
C: 2.28344 -0.47113 -3.58702
O: 1.38060 -1.28516 -3.62578
N: 2.20244 0.68333 -3.00757
N: 3.21489 -0.46471 -4.44707
H: 1.54228 0.90071 -2.27475
H: 2.96305 1.32296 -3.18766
H: 4.07757 0.05489 -4.37031
H: 3.04498 -0.96220 -5.30948
C: 1.13553 -1.94256 3.69780
O: 0.62828 -2.52135 2.80500
N: 2.11104 -2.46096 4.43710
N: 0.96578 -0.65746 3.99278
H: 2.59835 -1.90666 5.12659
H: 2.33026 -3.40155 4.14158
H: 0.10737 -0.25500 3.64456
H: 1.37076 -0.08919 4.72297
C: -0.32523 4.97283 -1.33244
O: -0.72725 6.11371 -1.58673
N: 0.10833 4.21084 -2.25445
N: -0.61196 4.26654 -0.31563
H: 0.39339 4.64787 -3.11923
H: 0.47450 3.29263 -2.04730
H: -1.00513 4.67207 0.52165
H: -0.13548 3.37612 -0.30016
C: 1.12691 -4.31461 -0.88375
O: 1.95526 -4.99976 -1.41509
N: 0.68467 -4.64840 0.26068
N: 0.37144 -3.42860 -1.49499
H: -0.04192 -4.05993 0.64263
H: 1.10853 -5.46979 0.66780
H: -0.31784 -2.87501 -1.00659
H: 0.61207 -3.24368 -2.45831
C: -3.38253 -2.48378 -2.26902
O: -2.77394 -3.39887 -2.72526
N: -4.58546 -2.59173 -1.78441
N: -2.89283 -1.32537 -2.22238
H: -5.09330 -1.79087 -1.43681
H: -5.01127 -3.50239 -1.68698
H: -2.12148 -1.09199 -2.83119
H: -3.58035 -0.83371 -1.66949
C: -1.18827 2.81478 2.80573
O: -0.60721 3.82107 2.50424
N: -0.64366 1.64898 2.52976
N: -2.43974 2.70881 3.08010
H: -1.17440 0.79197 2.59268
H: 0.22219 1.79808 2.03160
H: -2.99242 1.86503 3.13189
H: -2.88671 3.51932 3.48431
C: -4.39539 1.05142 -0.26866
O: -4.71057 -0.08557 -0.21127
N: -4.20093 1.75465 -1.31829
N: -4.08134 1.83732 0.76275
H: -4.11439 1.40365 -2.26137
H: -3.81209 2.65602 -1.08070
H: -3.55974 2.69628 0.66164
H: -4.07217 1.35952 1.65253
C: 3.44641 -1.11428 0.91855
O: 3.01186 0.05968 0.90803
N: 3.66748 -1.77799 1.93051
N: 3.81249 -1.75127 -0.15799
H: 3.31082 -1.43668 2.81165
H: 4.04439 -2.70703 1.80840
H: 3.57379 -1.03235 -0.82603
H: 4.01679 -2.74014 -0.18099

HOMO (spin up / spin down) = 0.08 / -6.98 eV
Charge = -1
Spin multiplicity = 2

2.
ORCA calculation (ωB97M-V with the def2-TZVPD basis set) on a cluster of 11 separate species, C11H44N22O11 in total.

CARTESIAN COORDINATES (ANGSTROEM)
N: -1.27713 2.82458 -3.93233
C: -1.05355 4.01155 -3.53091
N: -0.96450 4.71759 -4.60041
O: -0.95471 4.43885 -2.38702
H: -1.69701 2.77409 -4.84953
H: -1.41449 1.99742 -3.36926
H: -1.37716 4.30046 -5.42249
H: -0.83967 5.71500 -4.50201
N: -1.53496 3.70141 1.19192
C: -1.89668 2.96650 2.20361
N: -0.86084 2.69256 2.94669
O: -3.00861 2.56340 2.58868
H: -0.54152 3.68897 1.01020
H: -2.15153 3.74333 0.39306
H: -1.00535 1.90336 3.56019
H: 0.09976 2.89283 2.70741
N: -1.28787 -0.82396 -5.17705
C: -0.49887 -0.99280 -4.19191
N: 0.50935 -0.17773 -4.18865
O: -0.78790 -1.85510 -3.38231
H: -1.04050 -0.18345 -5.91776
H: -2.18429 -1.28068 -5.08798
H: 0.36389 0.57624 -4.84475
H: 1.11589 -0.09579 -3.38523
N: -3.49910 -1.18528 -2.22646
C: -3.31211 0.05919 -1.81135
N: -4.43452 0.59770 -1.64961
O: -2.29779 0.58584 -1.64184
H: -2.75076 -1.85836 -2.31036
H: -4.45335 -1.38659 -2.48909
H: -4.44675 1.58943 -1.45876
H: -5.32752 0.15119 -1.80218
N: 1.32238 3.47293 -1.38865
C: 1.82892 3.65157 -0.22406
N: 3.12126 3.47806 -0.14146
O: 1.11674 3.91234 0.72519
H: 0.34866 3.70854 -1.51696
H: 1.81151 3.08622 -2.18320
H: 3.74739 3.03239 -0.79677
H: 3.51204 3.68014 0.76770
N: -5.53126 -2.37891 1.24352
C: -4.92251 -1.21364 1.40073
N: -3.60396 -1.35597 1.34255
O: -5.51030 -0.17633 1.56947
H: -6.48257 -2.28343 0.91793
H: -4.95544 -3.20822 1.21578
H: -3.15027 -2.23804 1.15224
H: -3.02921 -0.52590 1.37004
N: 0.47778 0.80793 -0.75407
C: 0.65468 -0.15118 0.09640
N: -0.20486 -1.12942 -0.15409
O: 1.42278 -0.06927 1.03684
H: 0.83733 1.70716 -0.46730
H: -0.44474 0.69561 -1.14958
H: -0.83789 -1.23942 -0.93337
H: -0.29035 -1.88075 0.51546
N: 3.36630 1.54472 3.44826
C: 3.04038 0.61294 4.26476
N: 2.57097 -0.45232 3.59010
O: 3.13155 0.69480 5.50410
H: 3.33137 1.28933 2.47172
H: 3.70121 2.46632 3.69032
H: 2.23756 -1.27130 4.07816
H: 2.60159 -0.45646 2.58058
N: 4.06979 -1.59348 0.24861
C: 4.86947 -0.58128 0.31296
N: 4.23527 0.51750 0.12059
O: 6.08784 -0.62165 0.32646
H: 4.54672 -2.46733 0.41903
H: 3.07259 -1.43718 0.28383
H: 4.72702 1.39470 0.02687
H: 3.22813 0.48960 0.19120
N: -1.78722 -3.15919 3.37777
C: -0.69087 -2.68821 2.89084
N: -0.33898 -1.52052 3.41141
O: -0.10348 -3.22899 1.95880
H: -2.13872 -3.98922 2.92217
H: -2.22161 -2.66606 4.14474
H: 0.48116 -1.13389 2.96646
H: -0.98305 -1.00018 3.98979
N: 3.52557 -6.09690 0.57180
C: 2.36485 -5.60502 0.81893
N: 2.47680 -4.37422 1.21378
O: 1.33708 -6.18349 0.59941
H: 3.52882 -6.90784 -0.03025
H: 4.43364 -5.66301 0.65685
H: 1.53971 -4.06420 1.42788
H: 3.33060 -3.88216 1.43518

HOMO = -8.83 eV
Charge = 0
SMILES string = NC(N)=O.NC(N)=O.NC(N)=O.NC(N)=O.NC(N)=O.NC(N)=O.NC(N)=O.NC(N)=O.NC(N)=O.NC(N)=O.NC(N)=O

3.
ORCA calculation (ωB97M-V with the def2-TZVPD basis set) on a structure of composition C11H44O11.

CARTESIAN COORDINATES (ANGSTROEM)
C: -1.13613 -2.42915 -2.36574
O: -2.03416 -3.46125 -2.14935
H: -1.29900 -1.99681 -3.35298
H: -1.27547 -1.70627 -1.56192
H: -0.11131 -2.79073 -2.45015
H: -1.88147 -4.16841 -2.78038
C: 1.87195 -0.74098 -2.98393
O: 0.50534 -0.99891 -2.98344
H: 2.21415 -0.14749 -3.83174
H: 1.95392 -0.21421 -2.03320
H: 2.38151 -1.69996 -2.89008
H: 0.15956 -0.24284 -2.50345
C: -0.89088 -1.47107 3.44264
O: -2.11419 -1.44015 2.73194
H: -0.14434 -1.04096 2.77497
H: -0.90988 -0.99004 4.42057
H: -0.62202 -2.49625 3.69728
H: -2.13311 -2.06075 1.99975
C: 2.01048 2.22820 0.58576
O: 1.34181 3.49428 0.90341
H: 1.22530 1.47217 0.58623
H: 2.52687 2.26019 -0.37363
H: 2.77792 1.95293 1.30920
H: 1.91223 4.16829 0.52667
C: 0.03569 1.56419 2.20748
O: -0.39350 1.96943 3.48691
H: -0.70890 0.86835 1.82085
H: 0.08097 2.40232 1.51207
H: 0.99998 1.05639 2.18797
H: 0.26667 2.58269 3.81812
C: 0.64667 -2.66172 -0.18367
O: 1.41954 -3.65333 0.42214
H: -0.39303 -2.98705 -0.21955
H: 0.66408 -1.82676 0.51680
H: 0.85773 -2.25058 -1.17085
H: 2.33157 -3.50891 0.15958
C: -0.88379 0.67264 -2.36112
O: 0.44570 0.86045 -1.88159
H: -0.80717 0.85100 -3.43369
H: -1.18949 -0.36446 -2.22302
H: -1.53662 1.40298 -1.88306
H: 0.70410 1.76556 -2.07022
C: -2.58404 0.81927 1.50808
O: -3.21493 0.51521 0.23266
H: -3.28577 0.92481 2.33545
H: -2.03262 -0.08017 1.78203
H: -1.95244 1.70722 1.48141
H: -3.44803 -0.41517 0.19208
C: -0.87237 2.76639 -0.66788
O: -1.12969 3.84381 0.32155
H: 0.16037 2.46702 -0.48918
H: -1.53593 1.95114 -0.37951
H: -1.04140 3.04832 -1.70713
H: -2.08196 3.94552 0.38815
C: 2.97455 -0.85138 0.66856
O: 1.78060 -0.45473 1.21468
H: 3.36186 -0.13950 -0.06036
H: 3.72150 -0.94549 1.45679
H: 2.87916 -1.79161 0.12545
H: 1.13679 -0.48328 0.50313
C: -0.52492 -0.21413 0.22788
O: 0.65016 -0.47122 -0.59679
H: -0.55085 0.86663 0.36711
H: -1.44616 -0.64155 -0.16801
H: -0.44461 -0.70000 1.20030
H: 0.61174 0.11011 -1.35979

HOMO = -8.63 eV
Charge = 0

The evaluated relative energy (zero: lowest compared OMol25 entry of this formula, charge and spin) for the records listed, in turn: 311.2 614.6 1968.3 kJ/mol.
The evaluated E_tot for the records listed, in turn: -67429.4070 -67432.3242 -34620.0006 eV.